{"formula": "C7H15IN2Nb", "method": "wB97M-V/def2-TZVPD", "symbols": ["H", "N", "H", "C", "C", "C", "H", "C", "H", "N", "H", "H", "H", "H", "I", "C", "H", "H", "C", "H", "H", "C", "Nb", "H", "H", "H"], "coordinates": [[-0.42250, 0.67800, -1.02372], [2.14103, 1.92287, -0.32006], [0.15885, -0.62232, -0.02894], [0.47290, 0.20706, -0.63967], [-3.05539, -2.45242, 0.24463], [-3.85904, -1.56319, -1.64585], [4.83092, 2.61365, -0.97474], [-2.91004, -1.09635, 0.33828], [-3.45234, 0.51290, -1.12278], [-3.63422, -2.72861, -0.96459], [3.48776, -0.18978, 1.02186], [-2.47374, -0.56649, 1.16757], [-0.36340, 1.58989, 1.52862], [4.30569, 0.27316, -1.29252], [4.26507, 2.96459, 2.48955], [1.21418, 1.22596, 0.16466], [5.76865, 0.88021, 0.56153], [-3.84714, -3.64562, -1.30508], [-3.42203, -0.53101, -0.86220], [0.86797, 0.48971, 2.10954], [-2.79006, -3.24003, 0.92734], [0.70217, 1.39962, 1.55856], [4.06300, 1.34063, 0.13188], [1.19251, 2.22376, 2.04060], [1.06075, -0.11771, -1.47823], [-4.30155, -1.56849, -2.62623]], "atomic_forces_ev_per_a": [[-0.419, 0.138, -0.130], [2.377, -0.290, 0.372], [-0.075, -0.428, 0.203], [-0.054, 0.131, -0.169], [-0.020, -0.030, -0.038], [0.000, -0.046, 0.017], [0.395, -0.717, -0.324], [-0.024, 0.068, -0.002], [0.001, 0.030, -0.002], [-0.001, 0.015, 0.008], [0.421, -0.543, -0.472], [0.014, 0.018, 0.018], [-0.440, -0.008, 0.023], [0.257, 0.066, 0.326], [0.136, -0.179, -0.124], [-0.440, -0.253, 0.098], [-0.097, -0.073, -0.066], [-0.003, -0.058, -0.024], [0.027, 0.022, 0.043], [0.096, -0.408, 0.309], [0.016, -0.016, 0.021], [-0.198, 0.341, -0.128], [-2.553, 2.123, 0.075], [0.297, 0.298, 0.288], [0.299, -0.209, -0.296], [-0.012, 0.007, -0.027]], "homo_energy_ev": -4.650, "e_lumo_ev": 2.42, "total_charge": -1, "orbital_gap_ha": 0.2596}